{"formula": "C24H60F8K3N4O32P4S8", "method": "ωB97M-V/def2-TZVPD", "e_lumo_ev": [-2.844, -7.268], "orbital_gap_ev": [7.43, 3.01], "multiplicity": 2, "homo_energy_ha": [-0.3777, -0.3777], "charge": 0, "elements": ["K", "K", "K", "N", "S", "O", "O", "F", "S", "O", "O", "F", "N", "S", "O", "O", "F", "S", "O", "O", "F", "N", "S", "O", "O", "F", "S", "O", "O", "F", "N", "S", "O", "O", "F", "S", "O", "O", "F", "C", "C", "O", "P", "O", "O", "C", "C", "O", "C", "C", "H", "H", "H", "H", "H", "H", "H", "H", "H", "H", "H", "H", "H", "H", "H", "C", "C", "O", "P", "O", "O", "C", "C", "O", "C", "C", "H", "H", "H", "H", "H", "H", "H", "H", "H", "H", "H", "H", "H", "H", "H", "C", "C", "O", "P", "O", "O", "C", "C", "O", "C", "C", "H", "H", "H", "H", "H", "H", "H", "H", "H", "H", "H", "H", "H", "H", "H", "C", "C", "O", "P", "O", "O", "C", "C", "O", "C", "C", "H", "H", "H", "H", "H", "H", "H", "H", "H", "H", "H", "H", "H", "H", "H"], "xyz": [[4.2175, -1.4219, -3.6152], [1.7835, -3.5244, -4.7837], [-1.5143, -5.7013, -0.3419], [2.0728, -2.0934, -2.1842], [1.0069, -0.7574, -1.8485], [1.7232, 0.3657, -1.2057], [-0.4381, -0.7692, -1.5849], [1.0140, -0.1474, -3.3464], [1.6015, -2.7903, -0.9921], [0.3313, -3.5156, -1.1308], [1.9379, -2.2537, 0.3196], [2.6561, -3.9920, -1.1246], [0.0917, -7.1903, 1.1203], [0.0646, -6.8194, 2.7742], [0.7570, -5.6258, 3.3020], [-0.1975, -7.9622, 3.6129], [-1.4013, -6.0910, 2.6992], [1.6468, -7.2742, 1.1688], [2.2514, -8.3155, 2.0093], [2.3425, -6.0401, 0.9433], [1.8373, -8.0034, -0.1908], [-1.0508, -3.7544, -5.5121], [-1.7463, -2.8783, -6.6985], [-1.4016, -1.4449, -6.7756], [-3.0457, -3.3498, -7.2132], [-0.7457, -3.5473, -7.8345], [-2.1208, -3.5486, -4.4957], [-3.4115, -4.2026, -4.5469], [-2.1136, -2.2068, -3.9599], [-1.2985, -4.3793, -3.3543], [1.9266, -6.3543, -4.7147], [2.6210, -6.8152, -3.4967], [3.4648, -5.7831, -2.9865], [2.9042, -8.2178, -3.2229], [1.2836, -6.5896, -2.6230], [3.0786, -7.2651, -5.7028], [2.5683, -8.5093, -6.1595], [4.5717, -7.0839, -5.6249], [2.7305, -6.3657, -7.0044], [-4.8338, -0.5195, -1.7537], [-3.6773, -0.7866, -0.7317], [-4.3274, -1.3473, 0.4409], [-3.6235, -2.5086, 1.2988], [-3.1272, -3.7093, 0.5230], [-4.7426, -2.8033, 2.4734], [-4.3821, -3.8093, 3.3578], [-4.0857, -3.0219, 4.6578], [-2.4566, -1.7805, 2.0903], [-1.0803, -1.8683, 1.7994], [-0.4468, -3.0689, 2.4876], [-5.2064, -1.4316, -2.2199], [-5.7168, -0.0256, -1.3482], [-4.6248, 0.1694, -2.5722], [-2.9486, -1.5145, -1.0884], [-3.1154, 0.0914, -0.4130], [-5.1140, -4.5981, 3.5319], [-3.5101, -4.4356, 3.1695], [-3.2982, -2.2942, 4.4617], [-5.0473, -2.6390, 4.9997], [-3.7672, -3.6239, 5.5088], [-1.0175, -1.9713, 0.7161], [-0.6107, -0.9313, 2.0987], [0.6224, -3.2008, 2.3220], [-0.4731, -2.9828, 3.5739], [-1.1385, -3.8851, 2.2791], [3.9080, 1.1036, 0.9909], [2.7839, 1.6530, 1.8447], [3.2997, 1.6562, 3.1176], [2.8216, 0.4982, 4.1778], [1.3444, 0.3562, 4.3587], [3.6938, 0.8460, 5.5496], [5.1437, 0.8422, 5.5480], [5.6454, 0.1023, 6.7832], [3.4742, -0.8984, 3.7012], [2.7051, -2.1084, 3.7764], [3.0598, -2.8872, 4.9888], [3.5658, 1.4175, 0.0048], [4.8414, 1.6067, 1.2432], [4.0285, 0.0229, 0.9155], [2.4418, 2.6766, 1.6921], [1.8700, 1.0589, 1.8405], [5.4973, 0.3492, 4.6424], [5.4663, 1.8755, 5.4203], [5.2299, -0.9029, 6.7114], [6.7324, 0.0638, 6.8551], [5.4113, 0.5378, 7.7545], [1.6411, -1.9435, 3.6065], [2.9576, -2.7271, 2.9153], [4.1062, -3.1912, 5.0151], [2.8939, -2.1810, 5.8023], [2.5830, -3.8582, 5.1226], [1.2913, 3.5684, -2.4604], [0.5156, 4.2648, -3.4791], [-0.7272, 4.6868, -2.9298], [-1.9176, 5.1401, -4.0223], [-1.6054, 6.2667, -4.9570], [-2.1116, 3.6521, -4.6997], [-2.4714, 2.4822, -3.9254], [-2.0837, 1.1510, -4.6025], [-3.2825, 5.2555, -3.1010], [-3.6054, 6.5005, -2.6024], [-4.6812, 7.2782, -3.4557], [0.7254, 2.7071, -2.1053], [2.2403, 3.3190, -2.9352], [1.4220, 4.1129, -1.5253], [1.0496, 5.1274, -3.8779], [0.3141, 3.5844, -4.3065], [-1.9441, 2.6059, -2.9795], [-3.5532, 2.4732, -3.7921], [-1.0361, 0.8590, -4.5288], [-2.5063, 0.3094, -4.0536], [-2.3490, 1.0336, -5.6532], [-3.9762, 6.3626, -1.5867], [-2.6866, 7.0311, -2.3527], [-4.5014, 8.3456, -3.3273], [-4.4995, 6.9636, -4.4834], [-5.7176, 7.1147, -3.1604], [-1.4190, 2.2007, 0.8667], [-1.1635, 3.7099, 0.6460], [-1.1288, 4.3235, 1.9012], [-0.7957, 5.9334, 2.0586], [-1.9018, 6.9447, 1.8323], [-0.1004, 6.1080, 3.5802], [1.0470, 5.3764, 3.8825], [0.7293, 3.9831, 4.4384], [0.3964, 6.2289, 1.0576], [0.5522, 7.5015, 0.3860], [1.0427, 7.1838, -0.9859], [-1.4341, 1.5858, -0.0332], [-0.6336, 1.7738, 1.4905], [-2.3928, 2.1614, 1.3547], [-0.2186, 3.9902, 0.1805], [-1.9576, 4.2126, 0.0938], [1.6513, 5.2975, 2.9788], [1.6161, 5.9105, 4.6434], [0.2327, 3.9595, 5.4084], [0.1306, 3.4055, 3.7341], [1.6562, 3.4149, 4.5159], [-0.3932, 8.0438, 0.3684], [1.2732, 8.1217, 0.9185], [0.2776, 6.7258, -1.6127], [1.4181, 8.0366, -1.5515], [1.8173, 6.4172, -0.9667]], "mulliken_charge": [0.973, 0.902, 0.919, -0.005, 0.746, -0.462, -0.043, -0.337, 0.283, -0.134, -0.522, -0.328, 0.018, 0.911, -0.284, -0.499, -0.262, 0.977, -0.453, -0.254, -0.222, -0.067, 0.914, -0.526, -0.563, -0.332, 0.693, -0.575, -0.325, -0.268, -0.172, 1.092, -0.538, -0.611, -0.214, 0.966, -0.547, -0.535, -0.295, -1.467, 1.120, -0.367, 0.274, -0.368, -0.415, 0.235, -1.064, -0.036, 0.490, -0.710, 0.389, 0.391, 0.192, -0.118, -0.304, 0.458, -0.277, 0.210, 0.327, 0.379, 0.054, 0.025, 0.143, 0.658, -0.184, -1.075, 0.470, -0.462, 1.502, -0.863, -0.412, -0.146, -1.126, -0.354, 0.544, -1.410, 0.266, 0.392, 0.216, 0.159, -0.166, 0.201, 0.349, 0.204, 0.368, 0.301, -0.169, 0.157, 0.338, 0.329, 0.349, -0.464, -0.654, 0.490, 0.450, -0.752, -0.424, 0.275, -0.860, -0.203, -0.276, -1.169, -0.105, 0.504, -0.121, 0.278, 0.454, -0.035, 0.328, 0.058, 0.076, 0.526, 0.443, 0.244, 0.354, 0.285, 0.316, -0.146, 0.225, -0.167, 0.794, -0.852, -0.424, -0.188, -0.448, -0.170, -0.391, -0.855, -0.210, -0.119, 0.516, -0.100, 0.197, 0.160, 0.405, 0.355, 0.057, 0.001, 0.385, 0.267, -0.034, 0.465, 0.239]}

{"formula": "C24H60MnN4O8", "method": "ωB97M-V/def2-TZVPD", "e_lumo_ev": [-4.233, -4.255], "de_lowest_ev": 2.588, "orbital_gap_ev": [9.58, 9.55], "multiplicity": 6, "homo_energy_ha": [-0.5074, -0.5074], "charge": 2, "elements": ["Mn", "C", "O", "C", "C", "N", "C", "C", "O", "C", "H", "H", "H", "H", "H", "H", "H", "H", "H", "H", "H", "H", "H", "H", "H", "C", "O", "C", "C", "N", "C", "C", "O", "C", "H", "H", "H", "H", "H", "H", "H", "H", "H", "H", "H", "H", "H", "H", "H", "C", "O", "C", "C", "N", "C", "C", "O", "C", "H", "H", "H", "H", "H", "H", "H", "H", "H", "H", "H", "H", "H", "H", "H", "C", "O", "C", "C", "N", "C", "C", "O", "C", "H", "H", "H", "H", "H", "H", "H", "H", "H", "H", "H", "H", "H", "H", "H"], "xyz": [[0.0312, 0.7694, -0.0415], [-1.7248, -1.8286, 1.0205], [-0.4758, -1.0566, 0.9965], [0.7042, -1.8026, 1.3245], [1.7332, -1.7256, 0.2275], [1.9742, -0.3246, 0.0205], [2.9932, -0.0076, -1.0405], [4.2702, -0.7526, -0.5915], [4.2002, -0.7646, 0.8385], [5.1882, -1.6416, 1.4055], [-1.7858, -2.7856, 0.4855], [-2.6768, -1.2986, 0.8695], [-1.8568, -2.1786, 2.0345], [0.5162, -2.9426, 1.5465], [1.0952, -1.5206, 2.3165], [1.2232, -2.1116, -0.6655], [2.6022, -2.3426, 0.4325], [2.5992, -0.2096, 0.7955], [3.3112, 0.9834, -1.3045], [2.7262, -0.5326, -2.0195], [5.2502, -0.2746, -0.7795], [4.4152, -1.7726, -1.0355], [5.3832, -2.6406, 0.8665], [5.1472, -1.7846, 2.4635], [6.1902, -1.1356, 1.3055], [-5.7198, 3.0404, -0.9935], [-4.9738, 2.3904, 0.0435], [-3.5938, 2.3854, -0.0055], [-3.2658, 1.4784, 1.1155], [-1.8258, 1.3514, 1.2865], [-1.5358, 0.9444, 2.7115], [-0.1428, 1.2324, 3.0675], [0.8042, 0.9554, 2.1225], [2.1952, 1.0324, 2.6575], [-5.5558, 2.6274, -1.9885], [-5.3448, 4.0644, -1.0625], [-6.7958, 3.0444, -0.6495], [-3.2808, 3.4224, 0.1405], [-3.2168, 2.0384, -0.9945], [-3.7078, 0.5034, 0.9695], [-3.7088, 1.7724, 2.0865], [-1.4738, 2.3384, 1.4945], [-1.7458, -0.1166, 3.0215], [-2.0208, 1.4514, 3.4465], [0.2852, 0.6834, 3.9775], [-0.0878, 2.3054, 3.3685], [2.5372, 0.1904, 3.3415], [2.2722, 2.0254, 3.1405], [2.9662, 1.0304, 1.9535], [0.9582, -7.5546, -0.6755], [0.1182, -6.4766, -0.2835], [0.5612, -5.3396, -0.8955], [0.0772, -5.2256, -2.3065], [0.4232, -3.8876, -2.8475], [-0.5288, -2.9176, -2.3405], [-0.1298, -1.5126, -2.7285], [-0.5938, -0.6206, -1.7795], [-1.9358, -0.3556, -1.8315], [2.0262, -7.4826, -0.3665], [0.9202, -7.6746, -1.7515], [0.5442, -8.4416, -0.2095], [1.7312, -5.3766, -0.9935], [0.3652, -4.5196, -0.2385], [-0.9728, -5.4216, -2.4325], [0.3862, -6.0536, -2.9205], [0.2022, -3.9266, -3.8155], [-0.6798, -2.8176, -1.3045], [-1.5328, -3.1966, -2.6655], [-0.6078, -1.1806, -3.6925], [0.9112, -1.2476, -2.9075], [-2.3798, 0.1154, -0.9865], [-2.5478, -1.2836, -2.0285], [-2.2638, 0.2464, -2.6515], [0.2782, 1.6234, -3.4235], [0.5812, 1.7094, -2.0225], [1.5272, 2.7704, -1.8305], [1.7702, 3.0584, -0.3245], [0.3922, 3.1404, 0.0685], [0.4142, 4.0934, 1.1955], [-1.0158, 4.5934, 1.5845], [-1.6928, 3.6064, 2.2585], [-2.6838, 4.2364, 3.0465], [0.1792, 2.6284, -3.8265], [-0.6228, 1.1324, -3.7915], [1.1832, 1.1984, -3.9145], [1.1852, 3.6114, -2.4005], [2.4622, 2.5144, -2.3485], [2.3452, 3.9944, -0.1415], [2.3152, 2.1744, 0.0975], [-0.0288, 3.5604, -0.7955], [0.7882, 4.9974, 0.7335], [1.0642, 3.6564, 1.9885], [-1.6498, 4.8974, 0.7625], [-0.8868, 5.4224, 2.2515], [-3.1398, 3.4504, 3.6395], [-3.4148, 4.5654, 2.3925], [-2.5048, 5.0104, 3.7335]], "mulliken_charge": [1.572, -1.165, 0.550, -1.324, -0.428, 0.572, -0.155, -1.101, -0.361, -0.900, 0.337, -0.015, 0.625, 0.668, 0.236, 0.069, 0.869, -0.184, 0.261, -0.025, 0.491, 0.401, 0.305, 0.355, 0.323, -0.760, -0.389, 0.046, -1.430, 0.694, -1.675, -0.625, 0.600, -1.272, 0.273, 0.312, 0.262, 0.221, 0.233, 0.365, 0.638, -0.717, 0.340, 0.968, 0.603, 0.353, 0.353, 0.361, 0.406, -0.645, -0.439, 0.523, -0.937, -0.346, -0.336, -1.232, 0.296, -0.678, 0.260, 0.284, 0.318, 0.192, -0.355, 0.406, 0.534, 0.352, -0.488, 0.710, 0.678, 0.088, -0.251, 0.387, 0.363, -1.102, 0.497, -1.820, 0.234, 0.074, -0.882, -1.116, -0.046, -1.218, 0.422, 0.187, 0.369, 0.640, 0.567, 0.692, -0.523, 0.147, 0.644, 0.283, 0.379, 0.567, 0.328, 0.485, 0.377]}

Respective E values: -10726.87725, -2921.56624 Ha.